No. 1
C19H13F5O2 in the gas phase at a distorted geometry. Source: OMol25; level of theory: ωB97M-V/def2-TZVPD.

Values from the calculation:
Kohn-Sham gap = 0.3231 Eh
SMILES = C#CCCCC1=CC(=O)C(C(F)(F)c2cccc(C(F)(F)F)c2)=CC1=O
HOMO level = -9.8831 eV
strongest force on any atom = 0.06640 Eh/bohr

```
! RIJCOSX wB97M-V def2-TZVPD def2/J DEFGRID3
* xyz 0 1
C -4.18 -2.50 -2.37
C -3.41 -3.16 -1.68
C -2.31 -3.88 -0.81
C -0.94 -3.07 -1.02
C -0.10 -3.13 0.35
C -0.30 -1.85 1.26
C 0.81 -1.35 1.93
C 0.52 -0.03 2.78
O 0.98 0.16 3.89
C -0.47 0.99 2.05
C -0.14 2.56 2.08
F -1.29 3.33 1.83
F 0.40 2.89 3.32
C 0.97 2.77 0.94
C 2.25 3.51 1.15
C 3.22 3.58 -0.01
C 2.98 2.96 -1.34
C 1.69 2.24 -1.55
C 1.32 1.52 -2.92
F 0.38 2.23 -3.64
F 2.45 1.19 -3.67
F 0.74 0.28 -2.55
C 0.70 2.15 -0.41
C -1.58 0.49 1.38
C -1.70 -1.10 1.42
O -2.75 -1.67 1.60
H -4.58 -1.71 -3.05
H -2.11 -4.93 -1.23
H -2.60 -3.92 0.28
H -0.34 -3.59 -1.83
H -1.11 -2.01 -1.38
H -0.25 -4.08 0.93
H 1.00 -3.10 0.02
H 1.84 -1.79 1.86
H 2.48 3.99 2.14
H 4.20 4.12 0.17
H 3.72 3.01 -2.20
H -0.25 1.58 -0.65
H -2.31 1.13 0.83
*
```

=====

No. 2
A molecular structure, C19H13N5O3Se3Te2Y. Source: OMol25; level of theory: ωB97M-V/def2-TZVPD.

Values from the calculation:
Kohn-Sham gap = 0.1901 Eh
energy relative to the best compared isomer or geometry (same formula, charge and spin) = 0.0 kcal per mole
HOMO level = -4.3493 eV
strongest force on any atom = 0.00218 Eh/bohr

```
! RIJCOSX wB97M-V def2-TZVPD def2/J DEFGRID3
* xyz -1 1
Y 0.38 0.48 -0.05
O -0.39 2.44 -4.16
C -0.86 1.36 -4.80
C -1.49 1.59 -6.03
C -2.00 0.53 -6.76
C -1.90 -0.77 -6.28
C -1.28 -1.00 -5.07
C -0.75 0.05 -4.31
C -0.10 -0.23 -3.01
O 0.25 0.79 -2.28
N 0.10 -1.47 -2.67
N 0.66 -1.53 -1.41
C 1.21 -2.64 -1.09
C 1.94 -2.87 0.15
C 2.21 -4.19 0.52
C 2.91 -4.49 1.67
C 3.38 -3.44 2.47
C 3.15 -2.13 2.11
C 2.41 -1.80 0.95
O 2.16 -0.55 0.68
H -0.04 2.13 -3.29
H -1.56 2.61 -6.39
H -2.48 0.73 -7.71
H -2.30 -1.60 -6.85
H -1.19 -1.99 -4.67
H 1.14 -3.47 -1.80
H 1.85 -4.99 -0.12
H 3.09 -5.52 1.95
H 3.93 -3.66 3.37
H 3.52 -1.31 2.71
Se 1.20 3.23 0.18
Te -1.17 3.75 0.86
Te -2.65 2.27 -0.84
Se -2.42 -0.04 0.12
Se -0.33 -3.13 3.11
N -0.04 -2.31 4.65
C 0.15 -1.04 4.37
C 0.45 0.00 5.29
C 0.64 1.25 4.79
C 0.53 1.50 3.38
N 0.23 0.59 2.51
C 0.03 -0.68 2.98
N -0.24 -1.66 2.14
H 0.54 -0.22 6.35
H 0.88 2.08 5.44
H 0.71 2.49 2.99
*
```

=====

No. 3
A molecular structure, C19H14BrCl2IN5OTc at a distorted geometry. Source: OMol25; level of theory: ωB97M-V/def2-TZVPD.

Values from the calculation:
Kohn-Sham gap (alpha / beta) = 0.2318 / 0.2137 Eh
energy relative to the best compared isomer or geometry (same formula, charge and spin) = 13.3 kcal per mole
HOMO level (alpha / beta) = -16.1544 / -16.3619 eV
strongest force on any atom = 0.02228 Eh/bohr
<S²> = 3.799

```
! RIJCOSX wB97M-V def2-TZVPD def2/J DEFGRID3
* xyz 3 4
Tc 0.93 -3.45 0.82
Br 1.02 8.33 0.22
C 0.61 6.73 -0.60
C -0.03 5.72 0.16
C -0.34 4.53 -0.44
C 0.00 4.35 -1.80
C 0.59 5.38 -2.57
C 0.92 6.56 -1.95
N -0.37 3.22 -2.48
N -0.61 2.07 -2.30
C -0.02 1.18 -1.36
C 1.07 1.50 -0.58
C 1.70 0.55 0.24
C 1.22 -0.73 0.24
O 1.77 -1.76 0.93
C 0.11 -1.07 -0.56
N -0.26 -2.39 -0.50
C -1.25 -2.82 -1.25
C -1.95 -1.95 -2.10
C -1.61 -0.63 -2.17
C -0.54 -0.15 -1.38
H -0.28 5.91 1.19
H -0.86 3.76 0.11
H 0.78 5.22 -3.62
H 1.39 7.35 -2.51
H 1.47 2.51 -0.62
H 2.57 0.81 0.83
H -1.51 -3.88 -1.19
H -2.76 -2.35 -2.70
H -2.13 0.04 -2.83
I -4.17 -1.82 3.95
C -2.29 -2.48 3.47
C -1.34 -3.01 4.33
N -0.27 -3.34 3.60
N -0.45 -3.04 2.29
C -1.70 -2.52 2.22
H -1.36 -3.17 5.40
H 0.62 -3.66 3.95
H -2.11 -2.21 1.28
Cl 1.24 -5.78 1.39
C 2.40 -6.02 0.00
Cl 2.39 -4.46 -0.89
H 2.02 -6.81 -0.63
H 3.39 -6.21 0.41
*
```

=====

No. 4
2 unconnected molecules or ions with the total composition C19H14Cl2FNO3S at a distorted geometry. Source: OMol25; level of theory: ωB97M-V/def2-TZVPD.

Values from the calculation:
Kohn-Sham gap = 0.1209 Eh
energy relative to the best compared isomer or geometry (same formula, charge and spin) = 122.6 kcal per mole
HOMO level = -6.2133 eV
strongest force on any atom = 0.05687 Eh/bohr

```
! RIJCOSX wB97M-V def2-TZVPD def2/J DEFGRID3
* xyz 0 1
Cl -2.16 -2.42 1.75
C -0.67 -3.04 2.29
N 0.47 -2.58 1.73
F 0.38 -1.46 0.76
C 1.70 -2.91 2.21
Cl 3.07 -2.13 1.59
C 1.80 -3.87 3.22
C 0.64 -4.41 3.77
C -0.61 -3.99 3.30
H 2.80 -4.13 3.57
H 0.70 -5.14 4.58
H -1.55 -4.35 3.72
C 4.16 3.08 0.38
C 3.34 2.13 1.01
C 2.07 1.87 0.49
C 1.62 2.55 -0.64
S -0.04 2.16 -1.22
C 0.29 0.75 -2.13
C -0.71 -0.10 -2.72
O -0.40 -0.88 -3.64
C -2.11 0.02 -2.15
C -2.87 1.16 -2.39
C -4.16 1.26 -1.85
C -4.70 0.19 -1.13
C -3.96 -0.99 -0.96
C -2.67 -1.08 -1.50
O -0.81 1.86 -0.03
O -0.38 3.28 -2.07
C 2.44 3.49 -1.29
C 3.72 3.75 -0.77
H 5.14 3.30 0.79
H 3.65 1.60 1.90
H 1.41 1.14 0.95
H 1.29 0.77 -2.57
H -2.47 1.95 -3.02
H -4.72 2.19 -2.00
H -5.69 0.28 -0.68
H -4.37 -1.83 -0.40
H -2.08 -1.99 -1.40
H 2.08 4.01 -2.17
H 4.36 4.48 -1.27
*
```

=====

No. 5
C19H14ClN3O4S in the gas phase at a distorted geometry. Source: OMol25; level of theory: ωB97M-V/def2-TZVPD.

Values from the calculation:
Kohn-Sham gap = 0.3280 Eh
energy relative to the best compared isomer or geometry (same formula, charge and spin) = 40.2 kcal per mole
HOMO level = -8.6061 eV
strongest force on any atom = 0.02541 Eh/bohr

```
! RIJCOSX wB97M-V def2-TZVPD def2/J DEFGRID3
* xyz 0 1
O -1.47 0.14 -0.79
C -0.27 0.05 -0.82
N 0.46 -0.49 0.22
C -0.10 -1.08 1.34
C 0.20 -2.29 1.94
C -0.72 -2.40 3.00
N -1.52 -1.35 3.06
N -1.13 -0.54 2.06
C -1.76 0.70 1.90
C -1.03 1.82 1.53
C -1.69 3.02 1.36
C -3.05 3.14 1.58
C -3.76 2.02 1.99
C -3.12 0.80 2.15
H -3.66 -0.08 2.46
H -4.82 2.10 2.18
H -3.55 4.08 1.44
Cl -0.79 4.41 0.85
H 0.04 1.77 1.37
C -0.65 -3.62 3.82
H -1.61 -4.13 3.91
H -0.23 -3.45 4.80
S 0.51 -4.77 2.89
O -0.33 -5.63 2.07
C 1.14 -3.41 1.75
H 1.13 -3.83 0.74
H 2.16 -3.18 2.05
H 1.45 -0.66 0.07
C 0.56 0.58 -1.93
C 0.07 1.71 -2.59
C 0.76 2.30 -3.65
C 1.94 1.71 -4.02
C 2.43 0.57 -3.38
C 1.77 -0.01 -2.33
H 2.16 -0.91 -1.88
O 3.61 0.19 -3.96
C 3.85 1.12 -4.99
O 2.80 2.07 -5.02
H 4.81 1.63 -4.82
H 3.89 0.59 -5.96
H 0.38 3.17 -4.15
H -0.87 2.12 -2.26
*
```

=====

No. 6
A molecular structure, C19H15AgAs2ClF6. Source: OMol25; level of theory: ωB97M-V/def2-TZVPD.

Values from the calculation:
Kohn-Sham gap (alpha / beta) = 0.3052 / 0.2939 Eh
energy relative to the best compared isomer or geometry (same formula, charge and spin) = 0.0 kcal per mole
HOMO level (alpha / beta) = -8.7487 / -9.4318 eV
strongest force on any atom = 0.00816 Eh/bohr
<S²> = 0.755

```
! RIJCOSX wB97M-V def2-TZVPD def2/J DEFGRID3
* xyz 0 2
Ag 1.96 -0.80 0.70
C 0.56 2.77 -4.45
C -0.25 3.26 -3.43
C -0.40 2.54 -2.26
C 0.27 1.33 -2.11
C 1.08 0.84 -3.12
C 1.22 1.57 -4.30
As 0.10 0.29 -0.49
C -1.45 -0.84 -0.65
C -1.62 -1.93 -1.48
C -2.79 -2.67 -1.38
C -3.76 -2.33 -0.44
C -3.58 -1.23 0.39
C -2.42 -0.47 0.29
C -2.10 0.73 1.09
C -2.89 1.28 2.09
C -2.47 2.42 2.76
C -1.25 3.01 2.45
C -0.43 2.46 1.47
C -0.87 1.33 0.80
H 0.68 3.34 -5.36
H -0.76 4.20 -3.55
H -1.04 2.91 -1.47
H 1.63 -0.09 -2.99
H 1.86 1.19 -5.09
H -0.86 -2.21 -2.20
H -2.95 -3.53 -2.02
H -4.66 -2.92 -0.36
H -4.34 -0.98 1.12
H -3.85 0.84 2.34
H -3.09 2.85 3.53
H -0.93 3.89 2.99
H 0.53 2.90 1.25
Cl 0.87 -1.73 3.43
C 0.91 -2.61 1.97
H -0.04 -2.72 1.47
H 1.73 -3.29 1.87
F 4.06 -1.12 1.22
As 5.11 -2.27 2.20
F 3.81 -3.42 2.07
F 5.73 -2.84 0.70
F 6.06 -3.34 3.12
F 6.28 -1.01 2.24
F 4.34 -1.62 3.60
*
```

=====

Number 1: DFT total energy -37589.4978 eV. Number 2: DFT total energy -245183.6711 eV. Number 3: DFT total energy -134785.0582 eV. Number 4: DFT total energy -66153.1412 eV. Number 5: DFT total energy -55946.9120 eV. Number 6: DFT total energy -174452.1669 eV.